{
  "formula": "C18H26N2O4",
  "method": "ωB97M-V/def2-TZVPD",
  "elements": ["C", "H", "C", "H", "H", "C", "H", "N", "H", "C", "H", "C", "C", "H", "O", "N", "C", "H", "C", "H", "H", "H", "C", "C", "H", "C", "C", "H", "H", "H", "O", "O", "H", "C", "H", "C", "H", "H", "C", "H", "H", "C", "C", "O", "C", "H", "H", "H", "H", "H"],
  "xyz": [[-1.858, 1.281, -0.671], [5.809, 0.755, -0.429], [6.059, 0.224, 0.489], [-1.325, 1.275, -1.611], [7.489, -2.769, 0.129], [-6.048, 0.481, -0.531], [-5.831, 1.169, -1.358], [0.842, 2.338, -0.441], [0.286, 2.559, -1.249], [-1.183, 1.476, 0.528], [8.024, -0.138, -0.422], [-3.944, 1.004, 0.500], [-3.263, 1.191, 1.708], [-7.376, -1.794, 0.324], [0.939, 1.378, 1.592], [3.073, 0.462, -0.030], [3.808, -0.766, -0.203], [-4.813, -1.157, -1.198], [-6.314, -1.948, 0.119], [-3.704, 0.889, -1.642], [2.557, 2.978, 0.523], [2.408, 3.487, -1.184], [6.822, -1.940, -0.108], [-6.078, -3.396, -0.289], [-3.832, 1.151, 2.624], [2.250, 2.669, -0.481], [-5.865, -0.974, -0.968], [-6.446, -1.136, -1.878], [-7.082, 0.643, -0.213], [7.881, -0.660, 1.267], [3.760, 1.470, -1.940], [-5.279, 0.811, 0.609], [6.601, -1.951, -1.185], [0.278, 1.710, 0.615], [4.614, -0.803, 1.797], [3.119, 1.473, -0.909], [4.174, -0.790, -1.233], [3.147, -1.621, -0.036], [4.998, -0.860, 0.771], [-5.765, -1.731, 1.037], [-1.378, 1.542, 2.651], [7.355, -0.572, 0.316], [-3.220, 1.043, -0.691], [5.638, -2.119, 0.643], [-1.907, 1.412, 1.720], [-5.021, -3.574, -0.472], [2.518, 0.580, 0.814], [-6.409, -4.071, 0.495], [6.123, 0.947, 1.300], [-6.627, -3.630, -1.199]],
  "forces_ev_per_a": [[0.21, 0.08, 0.27], [-0.02, 0.06, -0.01], [-0.03, -0.08, 0.06], [0.04, 0.00, -0.08], [-0.01, 0.03, -0.08], [-0.16, -0.24, -0.54], [-0.03, 0.01, 0.12], [-0.01, 0.09, -0.26], [-0.04, 0.02, 0.15], [-0.30, -0.16, 0.02], [0.07, 0.04, -0.01], [0.27, 0.05, 0.11], [-0.18, -0.05, -0.13], [-0.03, 0.05, 0.08], [-0.01, 0.04, 0.27], [0.08, -0.35, 0.46], [0.33, -0.37, 0.06], [0.01, -0.01, -0.11], [0.16, -0.07, -0.23], [-0.07, -0.04, -0.05], [-0.04, 0.05, -0.12], [0.02, -0.14, 0.07], [0.31, 0.09, -0.14], [-0.09, 0.18, 0.14], [-0.06, 0.00, 0.11], [0.28, -0.12, 0.02], [-0.09, 0.26, 0.49], [0.03, 0.01, -0.08], [0.11, 0.02, -0.09], [0.05, -0.02, -0.02], [0.20, 0.08, -0.35], [0.21, 0.07, 0.28], [0.05, -0.02, 0.05], [0.00, 0.13, -0.22], [0.04, 0.03, -0.09], [-0.33, 0.47, 0.20], [-0.05, -0.07, 0.10], [0.05, 0.05, -0.06], [-0.41, 0.32, -0.07], [-0.07, 0.03, 0.04], [0.04, 0.00, 0.09], [-0.14, -0.23, 0.03], [-0.41, -0.04, -0.11], [-0.15, -0.13, 0.08], [0.11, 0.01, -0.14], [0.10, -0.07, -0.04], [0.01, 0.10, -0.17], [0.00, -0.14, 0.02], [0.00, 0.06, -0.02], [-0.03, -0.09, -0.10]],
  "mulliken_charge": [-1.11, 0.25, -0.59, 0.35, 0.33, -0.81, 0.37, -0.13, 0.23, 0.48, 0.33, 0.84, -0.59, 0.28, -0.77, 0.13, -1.11, 0.34, -0.31, 0.37, 0.28, 0.38, -0.49, -1.28, 0.44, -1.05, -0.50, 0.46, 0.42, 0.24, -0.66, -0.47, 0.27, 0.59, 0.36, 0.80, 0.43, 0.28, 0.22, 0.27, 0.43, -0.51, -0.35, -0.47, -0.53, 0.32, 0.22, 0.37, 0.34, 0.32],
  "de_lowest_kj_mol": 26.2,
  "energy_ha": -1112.0008,
  "charge": 0,
  "lumo_ev": 0.64,
  "orbital_gap_ev": 9.46
}

***

{
  "formula": "C7H11Br2N2O2",
  "method": "ωB97M-V/def2-TZVPD",
  "elements": ["H", "O", "H", "C", "C", "H", "H", "C", "H", "H", "C", "H", "Br", "C", "H", "O", "H", "N", "C", "C", "Br", "H", "H", "N"],
  "xyz": [[-1.124, -2.045, 0.994], [0.067, 2.798, 2.621], [0.492, -1.435, 0.569], [1.126, 0.979, 1.675], [1.288, 0.601, -0.934], [2.569, 1.947, 0.265], [-2.618, 1.646, 1.674], [-2.403, 0.718, 1.367], [1.779, 0.895, -1.791], [-2.333, 0.222, 2.373], [-1.064, 0.762, 0.617], [-0.041, -0.215, -2.391], [-1.146, 2.048, -1.228], [1.469, 1.554, 0.239], [-0.514, -2.498, -0.432], [1.351, -0.192, 1.881], [-1.863, -0.548, -0.567], [0.955, 2.008, 2.465], [-0.077, 0.278, -1.346], [-0.494, -1.647, 0.244], [-3.894, -0.312, 0.331], [1.759, -0.300, -0.612], [1.044, 2.509, 0.045], [-0.929, -0.344, -0.309]],
  "forces_ev_per_a": [[-0.79, 0.58, 1.30], [0.08, -1.18, -0.40], [0.75, -0.64, 0.79], [0.27, -2.26, -4.98], [-0.19, -0.20, 2.87], [-1.43, -1.37, 0.04], [-1.62, 3.78, 0.34], [1.79, -4.10, -1.34], [1.31, 1.01, -1.71], [0.38, -0.29, -1.17], [-1.85, 0.56, 2.57], [-0.91, 0.78, 1.77], [-0.23, -0.98, -0.53], [3.18, 1.42, 0.53], [0.06, 0.62, -1.09], [-0.02, -0.02, 1.19], [-1.94, -0.18, -1.76], [0.10, 3.49, 3.09], [-1.05, 0.10, -1.77], [1.28, -0.56, -0.31], [0.81, 1.02, 0.91], [0.46, -1.13, -0.01], [-0.99, 0.59, 0.10], [0.56, -1.06, -0.42]],
  "mulliken_charge": [0.29, -0.26, 0.43, 0.86, -0.83, 0.44, 0.66, -1.07, 0.45, 0.45, -0.21, 0.50, 0.06, -0.79, 0.33, -0.59, 0.29, 0.02, 0.11, -0.85, -0.21, 0.39, 0.32, 0.21],
  "de_lowest_kj_mol": 582.9,
  "energy_ha": -5680.7847,
  "charge": 1,
  "lumo_ev": [-5.30, -5.30],
  "orbital_gap_ev": [7.54, 7.54]
}

***

{
  "formula": "C28H37N4O3PS2Ti",
  "method": "ωB97M-V/def2-TZVPD",
  "elements": ["C", "O", "C", "C", "H", "H", "C", "H", "C", "H", "S", "H", "H", "C", "C", "N", "H", "C", "H", "O", "H", "C", "C", "C", "H", "C", "H", "H", "C", "P", "C", "C", "H", "C", "C", "C", "H", "S", "H", "C", "H", "H", "H", "H", "N", "Ti", "H", "H", "C", "H", "H", "C", "H", "H", "N", "H", "H", "H", "C", "H", "H", "C", "O", "C", "H", "H", "H", "C", "C", "H", "C", "C", "H", "H", "H", "N"],
  "xyz": [[-3.814, 3.742, -1.027], [2.301, 4.100, -1.211], [-2.384, 1.880, 2.099], [0.593, -2.014, 3.640], [6.050, 0.187, 0.905], [-1.820, -2.308, 0.890], [-3.295, 1.344, -1.367], [0.937, -5.733, -4.330], [-2.642, -1.774, 0.414], [-0.237, -3.571, -4.817], [-3.825, 0.732, -3.010], [0.128, 4.339, -1.847], [-2.800, 2.891, 2.069], [-2.571, -1.859, -1.094], [-1.574, 3.056, -1.590], [-1.869, 1.737, -1.325], [4.769, 1.788, 2.297], [-0.057, 2.860, 2.190], [-0.455, 3.875, 2.271], [-1.359, -1.216, -1.566], [-3.102, 1.224, 2.599], [1.934, 2.941, -0.985], [-0.037, -1.284, 4.633], [0.306, -3.720, -3.872], [-0.595, -5.628, -3.438], [5.186, 0.696, 0.495], [-0.087, -3.639, 0.596], [-2.170, 5.078, -1.672], [2.750, -1.654, 0.890], [-0.910, -1.511, -3.164], [0.693, -1.557, 2.331], [0.094, -0.313, 1.966], [0.104, 2.652, 1.136], [0.775, -3.068, 0.243], [-1.038, 1.872, 2.821], [-4.191, 2.463, -0.925], [5.250, -0.269, -1.429], [0.795, -0.349, -3.038], [0.425, -2.334, -0.476], [1.530, -2.417, 1.396], [0.933, -5.334, -2.601], [0.917, 2.828, 2.684], [-2.608, -0.742, 0.763], [3.367, -2.292, 0.250], [0.750, 2.399, -1.286], [-0.270, 0.633, -0.960], [2.442, -0.790, 0.306], [-5.184, 2.186, -0.589], [0.402, -5.196, -3.543], [-4.500, 4.544, -0.772], [1.441, -3.756, -0.287], [-0.156, 3.302, -2.017], [1.904, -3.233, 2.027], [-3.587, -2.214, 0.743], [0.068, 0.116, 0.660], [3.360, -1.304, 1.725], [-2.275, 1.560, 1.066], [-3.411, -1.367, -1.596], [-2.473, 4.058, -1.473], [1.044, -2.972, 3.883], [-2.521, -2.904, -1.410], [2.997, 2.034, -0.407], [-0.355, -3.065, -2.814], [-0.477, 0.472, 3.010], [-3.415, 0.522, -0.658], [-0.074, 3.094, -3.092], [-1.000, 0.574, 5.072], [4.740, 0.445, -0.793], [4.470, 1.594, 1.271], [-1.227, 2.234, 3.840], [3.619, 1.113, -1.249], [-0.540, -0.038, 4.302], [-0.107, -1.664, 5.646], [1.306, -3.288, -4.001], [3.220, 0.942, -2.239], [3.410, 2.269, 0.839]],
  "forces_ev_per_a": [[0.00, -0.02, 0.00], [0.00, -0.02, 0.01], [-0.01, 0.00, -0.01], [0.00, 0.01, 0.02], [0.00, 0.00, 0.00], [-0.01, 0.00, 0.00], [0.00, -0.03, -0.01], [0.00, 0.00, 0.00], [0.01, 0.00, 0.01], [0.00, -0.01, 0.00], [0.00, 0.00, 0.01], [0.00, 0.00, 0.01], [0.00, 0.00, 0.00], [-0.01, -0.03, 0.02], [-0.02, 0.06, 0.01], [0.04, -0.04, 0.02], [0.00, 0.00, 0.00], [0.01, 0.01, -0.01], [0.00, 0.00, 0.00], [-0.06, 0.04, -0.07], [0.00, -0.01, 0.00], [-0.01, -0.03, -0.04], [0.01, -0.03, 0.02], [0.00, 0.03, 0.00], [0.00, 0.00, 0.00], [0.00, -0.05, 0.00], [0.02, -0.01, 0.01], [0.00, 0.00, 0.00], [-0.02, -0.01, -0.01], [-0.01, 0.02, 0.05], [-0.01, 0.00, -0.02], [0.02, 0.06, 0.01], [-0.01, 0.00, 0.01], [0.00, 0.02, -0.04], [-0.01, 0.02, 0.00], [-0.02, 0.03, 0.00], [0.00, 0.00, 0.00], [0.03, -0.02, 0.07], [0.01, -0.01, 0.02], [-0.02, 0.01, 0.03], [0.00, 0.00, 0.00], [0.00, 0.00, 0.00], [-0.01, -0.01, -0.01], [0.00, 0.00, 0.01], [0.03, 0.10, 0.00], [0.05, -0.07, -0.16], [-0.02, 0.03, -0.01], [0.00, -0.01, 0.00], [0.01, 0.00, 0.00], [0.00, 0.00, 0.00], [-0.02, 0.00, -0.02], [-0.06, -0.03, 0.04], [0.00, 0.00, -0.01], [0.00, 0.00, 0.00], [0.08, -0.08, 0.03], [0.01, 0.02, 0.00], [0.00, 0.01, 0.01], [0.00, 0.01, 0.00], [-0.01, 0.00, -0.01], [-0.01, 0.01, 0.01], [0.01, 0.01, -0.01], [0.01, 0.02, 0.05], [-0.01, 0.00, 0.02], [-0.02, -0.01, 0.04], [0.00, 0.03, -0.01], [0.01, -0.02, 0.01], [0.00, 0.00, 0.00], [0.00, 0.03, 0.00], [-0.02, 0.01, 0.01], [0.01, -0.01, 0.00], [0.02, -0.01, -0.01], [0.01, 0.00, -0.03], [0.00, 0.00, 0.00], [0.00, -0.01, 0.00], [-0.01, 0.00, 0.00], [0.00, -0.01, -0.02]],
  "mulliken_charge": [-0.54, -0.78, -1.07, -1.00, 0.37, -0.01, 0.32, 0.38, -0.51, 0.41, -0.57, 0.44, 0.52, -0.63, 0.53, 0.73, 0.38, -1.57, 0.45, 0.52, 0.37, -0.08, -1.26, -0.43, 0.28, -0.45, 0.33, 0.34, -1.39, -0.13, 0.46, -0.14, 0.07, -1.49, 0.47, -0.87, 0.40, -0.65, -0.03, 0.92, 0.23, 0.39, -0.26, 0.45, 0.20, -0.17, -0.22, 0.42, -1.18, 0.31, 0.56, -1.45, 0.66, 0.48, 0.95, 0.50, -0.25, 0.31, -0.54, 0.35, 0.53, 0.80, -0.02, 0.51, -0.33, 0.27, 0.33, -0.49, -0.29, 0.56, -0.33, -0.96, 0.32, 0.29, 0.48, -0.51],
  "de_lowest_kj_mol": 118.5,
  "energy_ha": -3521.2857,
  "charge": -2,
  "lumo_ev": 4.40,
  "orbital_gap_ev": 5.19
}

***

{
  "formula": "C4H4ClN3",
  "method": "ωB97M-V/def2-TZVPD",
  "elements": ["N", "N", "C", "C", "H", "H", "C", "H", "C", "H", "N", "Cl"],
  "xyz": [[-1.845, -0.090, 1.534], [1.629, -0.856, -1.624], [0.826, -0.337, -0.802], [-0.866, 0.020, 0.743], [1.469, -1.848, -1.751], [-0.506, -1.876, -0.116], [-0.128, 1.298, 0.479], [1.556, 1.817, -0.808], [0.839, 1.097, -0.408], [-2.179, -1.062, 1.567], [-0.227, -0.912, -0.075], [-0.568, 2.748, 1.260]],
  "forces_ev_per_a": [[0.07, -0.56, -0.08], [0.15, 0.08, -0.08], [-0.22, 0.35, 0.30], [0.17, 0.35, -0.16], [-0.06, -0.25, -0.05], [0.11, 0.00, -0.09], [-0.18, -0.06, 0.07], [-0.35, -0.39, 0.17], [0.32, 0.10, -0.22], [0.01, 0.37, 0.02], [-0.06, 0.11, 0.15], [0.05, -0.11, -0.05]],
  "mulliken_charge": [-0.61, -0.67, 0.42, 0.20, 0.23, 0.17, 0.38, 0.42, -0.53, 0.23, -0.09, -0.15],
  "de_lowest_kj_mol": 91.8,
  "energy_ha": -779.2754,
  "charge": 0,
  "lumo_ev": -0.12,
  "orbital_gap_ev": 9.47
}